Molecular formula: C5H10N
Method: DFT, ωB97M-V/def2-TZVPD

XYZ file:
```
16
Properties=species:S:1:pos:R:3:forces:R:3
C -0.31167 -1.90986 0.60557 1.01 0.27 -0.31
N -0.94140 -0.80281 0.68081 -0.48 -0.08 0.51
C -0.75434 0.37399 -0.11727 0.33 0.34 0.34
C -1.76528 1.23569 -0.11501 0.27 0.35 0.17
C 0.52149 0.48462 -0.89542 -0.16 -0.36 0.75
C 1.79244 0.42535 -0.01322 0.16 0.02 -0.84
H -0.67972 -2.84945 0.99656 0.02 0.29 0.72
H 0.67450 -1.84883 0.15331 -0.37 -0.50 -0.73
H -1.57310 -0.65524 1.47031 -0.84 -0.47 -0.65
H -1.59144 2.22101 -0.52691 -0.24 -0.17 -0.46
H -2.74624 1.04646 0.30266 0.16 -0.04 0.33
H 0.52823 -0.36729 -1.58084 0.02 0.26 -0.37
H 0.43442 1.41077 -1.45506 0.19 -0.09 -0.19
H 1.56223 0.50116 1.04478 0.19 0.10 0.11
H 2.47963 1.20931 -0.32324 -0.12 0.26 0.33
H 2.37026 -0.47487 -0.22705 -0.14 -0.19 0.30
```
Forces are in eV/Å.

Its HOMO energy is -14.64 eV. The calculation puts the largest force on an atom at 1.16 eV/Å. The calculation puts the energy relative to the best compared isomer or geometry (same formula, charge and spin) at 1.3677 eV. For the HOMO-LUMO gap, the calculation gives 9.0 eV. The total charge is +1. As for the SMILES: C=[NH+]C(=C)CC.

---

Molecular formula: C7H10BrF3N2O
Method: DFT, ωB97M-V/def2-TZVPD

XYZ file:
```
24
Properties=species:S:1:pos:R:3:forces:R:3
C -1.07051 3.15389 -0.30345 0.96 0.12 2.04
C -1.03623 1.71676 0.11535 -2.08 -0.68 -2.61
C 0.35380 1.09210 0.19791 -1.29 1.35 -3.81
N 0.34452 -0.27819 0.47705 1.96 -1.69 -0.55
N -0.52285 -0.74296 1.46637 -0.03 0.20 -1.75
C -0.70779 -2.06084 1.42091 -0.02 -0.86 0.48
O -1.41147 -2.68459 2.18772 0.54 -0.22 -0.43
C 0.11670 -2.53870 0.21863 -3.27 -0.81 -1.80
C 0.50957 -1.28180 -0.53507 -0.80 1.65 1.02
Br -0.79888 -0.93240 -2.11991 0.54 -0.36 0.29
C 1.91913 -1.33093 -1.14052 2.09 1.58 -0.19
F 2.08226 -2.38363 -1.89583 -0.59 -0.80 -1.09
F 2.42943 -0.23056 -1.83167 -1.91 -0.84 0.18
F 2.84571 -1.44311 -0.19223 -0.05 -0.38 1.52
H -0.33368 3.59459 0.32199 1.10 1.05 0.47
H -0.82232 3.44164 -1.28504 -0.04 -0.13 -1.41
H -1.95038 3.61308 0.07964 -1.09 0.36 -0.33
H -1.90562 1.27633 -0.51225 2.05 -0.49 0.77
H -1.40733 1.64069 1.07005 -1.21 0.21 2.46
H 0.69653 1.16427 -0.86817 0.46 0.05 1.05
H 0.93849 1.75979 0.81393 0.57 -0.29 0.49
H -0.56828 -0.19330 2.25946 -0.35 0.98 1.88
H 0.91016 -3.17925 0.44205 1.42 -0.76 0.74
H -0.61098 -3.17288 -0.38692 1.07 0.78 0.57
```
Forces are in eV/Å.

Its HOMO energy is -8.89 eV. The calculation puts the largest force on an atom at 4.24 eV/Å. The calculation puts the energy relative to the best compared isomer or geometry (same formula, charge and spin) at 0.0000 eV. For the HOMO-LUMO gap, the calculation gives 9.2 eV. As for the SMILES: CCCN1NC(=O)C[C@]1(Br)C(F)(F)F.

---

Q: Which value of HOMO does entry 2 give?
A: -8.89 eV